Entry 1:
Formula: C6H19N2OSi
Source: OMol25
Level of theory: the ωB97M-V functional and the def2-TZVPD basis

Structure (XYZ):
```
29
Properties=species:S:1:pos:R:3:nbo_charge:R:1
H 2.27744 0.59198 0.56827 0.237
H -1.07850 1.55323 -2.05214 0.234
H 1.34485 -3.41743 0.13044 0.215
C 1.37970 -1.81519 -2.27692 -0.434
H -0.11386 2.89699 -1.29616 0.241
Si -1.74230 -0.78971 1.16962 1.334
H 1.36430 -1.95893 1.15876 0.211
H -2.18676 1.75978 3.45994 0.193
H 0.73977 -1.65393 -3.11140 0.222
C 1.53722 -2.38105 0.07697 -0.414
H 2.59701 -2.35760 -0.11632 0.211
C -0.56325 1.87005 -1.03540 -0.459
H -1.57331 2.67514 2.10638 0.166
H 1.62656 2.32397 0.31135 0.227
H 0.67374 1.11214 1.35824 0.247
H -1.24054 2.03529 -0.12449 0.256
H 2.24084 -1.24297 -2.33192 0.189
H -1.50634 -1.82032 2.23419 -0.151
H 1.21321 0.79355 -1.46909 0.422
H -3.15244 -0.65948 0.78746 -0.175
C -2.22882 1.75885 2.41725 -0.217
H -0.83311 -0.58957 -1.51363 0.174
C 1.25193 1.22771 0.46370 -0.447
C -0.19108 -0.75705 -0.72973 -0.021
H -3.19804 1.85518 2.07320 0.183
N 0.41180 0.88431 -0.73537 -0.462
H 1.71327 -2.88588 -2.45136 0.231
O -1.47868 0.75593 1.83569 -0.943
N 0.71539 -1.76499 -0.90755 -0.470
```

Values from the calculation:
E_LUMO (Ha): -0.110
HOMO-LUMO gap (hartree): 0.36092
Total energy (a.u.): -713.885022
Energy relative to the best compared isomer or geometry (same formula, charge and spin) (kcal/mol): 47.9
Net charge: +1
Maximum force (eV/Å): 5.135

Entry 2:
Formula: C3H11NOS2
Source: OMol25
Level of theory: the ωB97M-V functional and the def2-TZVPD basis

Structure (XYZ):
```
18
Properties=species:S:1:pos:R:3:nbo_charge:R:1
H -1.30914 0.94497 -1.58357 0.220
C -1.71709 0.57067 0.49685 -0.236
H -0.82039 0.91946 1.03941 0.172
H 1.00124 -3.14254 1.91853 0.469
O 1.65677 -3.03151 2.61410 -0.940
N -2.55270 -0.40630 1.14194 -0.834
H 2.02691 -2.15282 2.47123 0.471
H 1.86100 1.06927 -2.69069 0.235
H -2.22818 1.53702 0.38303 0.190
H -1.88492 -0.70281 -1.26645 0.239
C -1.26937 0.11494 -0.88329 -0.538
C 2.36907 1.53074 -1.85814 -0.748
H 2.08682 2.57877 -1.86382 0.218
H -2.05682 -1.28752 1.22065 0.355
H 3.44511 1.39668 -1.97573 0.225
S 1.81906 0.75805 -0.29798 0.076
S 0.42226 -0.57767 -0.93492 0.058
H -2.84964 -0.11941 2.06888 0.366
```

Values from the calculation:
E_LUMO (Ha): 0.023
HOMO-LUMO gap (hartree): 0.35993
Total energy (a.u.): -1047.257472
Energy relative to the best compared isomer or geometry (same formula, charge and spin) (kcal/mol): 6.2
Net charge: 0
SMILES string: CSSCCN.O
Maximum force (eV/Å): 1.425

Entry 3:
Formula: C5H12N2O2S
Source: OMol25
Level of theory: the ωB97M-V functional and the def2-TZVPD basis

Structure (XYZ):
```
22
Properties=species:S:1:pos:R:3:nbo_charge:R:1
O -1.80200 -0.63569 -1.55881 -0.574
C 0.84786 0.87082 0.26576 -0.433
H 1.73143 0.37200 0.79085 0.247
H -1.79422 0.25030 -1.97362 0.497
O 1.21690 -2.00267 -1.06520 -0.568
H -0.15814 2.18932 -1.67023 0.365
H -1.03384 -2.25961 -2.54078 0.380
S -0.55583 0.68964 2.83712 0.206
H 1.69759 0.54806 -1.68135 0.214
C 0.22932 -0.86070 3.31746 -0.855
H 1.13884 -0.15262 4.43184 0.247
H 0.93801 -1.40145 2.07011 0.275
N -0.76442 -1.26041 -2.15424 -0.389
C 0.72904 0.44582 -1.14942 -0.145
H 1.13110 1.86811 0.32740 0.211
N -0.21726 1.20335 -1.99943 -0.871
C -0.60151 0.72474 0.97278 -0.572
H -1.41704 1.41875 0.48054 0.251
H 0.05456 1.33652 -2.97768 0.382
C 0.44203 -1.12955 -1.40750 0.673
H -0.74956 -2.05105 4.12147 0.219
H -1.06286 -0.16368 0.56294 0.238
```

Values from the calculation:
E_LUMO (Ha): -0.002
HOMO-LUMO gap (hartree): 0.30375
Total energy (a.u.): -855.555125
Energy relative to the best compared isomer or geometry (same formula, charge and spin) (kcal/mol): 201.0
Net charge: 0
Maximum force (eV/Å): 4.886

Entry 4:
Formula: C29H43BN3O15P2
Source: OMol25
Level of theory: the ωB97M-V functional and the def2-TZVPD basis

Structure (XYZ):
```
93
Properties=species:S:1:pos:R:3:mulliken_charge:R:1
H -7.93817 0.03310 2.93426 0.304
H -6.23164 0.09111 3.60723 0.249
H 3.51556 -5.74530 -6.77769 0.372
C 2.38000 -3.62244 -4.39397 -0.170
O 2.74783 1.13445 -3.41284 -0.562
H -1.94298 -2.74373 -0.76219 0.322
C 0.38845 0.97579 -4.75996 -0.285
H 2.74990 -2.99524 -3.59212 0.504
H -1.59962 1.20761 2.10357 -0.239
H 4.53627 2.85673 4.10009 0.204
P 1.96703 -2.53008 2.56359 0.444
H -3.56460 2.05305 3.10076 0.145
O 3.50838 2.68064 -4.71348 -0.623
O -3.15298 -2.99535 3.72073 -0.542
C 1.26833 2.65836 -6.25796 -0.356
C 0.21437 2.38659 1.82910 -1.142
C 1.40400 1.84291 -5.14210 -0.120
H -6.69812 -1.16321 2.34522 0.262
C -1.24918 2.23999 2.38973 0.114
C 0.66291 -1.25031 2.01551 1.327
H 0.52348 -1.52922 -0.12783 0.341
O 2.70242 2.90739 0.53247 -0.587
C -0.77580 0.91863 -5.51448 -0.542
C -0.73019 -3.11104 0.70933 -0.688
C -2.30085 3.21950 1.68892 -0.644
H -0.08575 -3.70055 -0.00564 0.314
C 0.10251 2.59361 -7.00878 -0.426
H 2.61608 2.89674 -1.58173 0.186
C 2.81314 -5.16705 -6.18752 -0.381
C 1.45253 -5.23838 -6.46462 -0.425
C 3.27644 -4.35866 -5.15625 -0.562
C -0.17904 -1.62642 0.74663 -0.364
C 1.02217 -3.70839 -4.67226 0.007
C 0.54980 -4.50739 -5.70503 -0.449
C 2.07329 2.57829 3.98739 -0.937
H 4.33744 -4.30472 -4.94427 0.379
O -7.37200 1.40910 0.94478 -0.548
H -1.57349 0.24385 -5.22704 0.437
H -5.81390 3.12730 2.02804 0.313
H 2.86708 -1.96014 3.52094 0.037
N 0.07194 -2.95071 -3.85217 0.954
O 4.14606 1.16713 1.56805 -0.640
C -4.90161 2.70179 1.51451 -0.615
H 4.48585 1.07264 4.27871 0.146
O 1.36473 -0.08356 1.55792 -0.845
O 2.82757 2.01763 5.07559 -0.370
H 1.14294 3.02202 4.46759 0.144
C 3.12735 2.35328 -0.75039 -0.460
H -1.19965 -3.41906 3.98835 0.413
O 0.52726 -2.24681 -2.96842 -0.385
H 1.09583 -5.86765 -7.27128 0.366
H 2.41352 0.38408 3.45125 -0.587
O -5.14766 1.28072 1.34088 -0.273
H 2.75653 1.28416 -0.76080 0.016
H 2.58882 3.43440 3.47157 0.437
H -2.04361 -0.45693 4.32624 0.673
B 2.87669 1.86049 1.48357 1.467
C -6.85085 -0.11452 2.69735 -0.838
H 2.05634 3.33914 -6.55356 0.449
C -1.64142 -1.14105 3.53528 -0.632
H 4.86154 2.09743 5.73750 0.245
N 2.64659 1.89047 -4.36139 1.043
O 0.49267 -1.65848 4.49975 -0.398
O -1.11806 -3.07110 -4.09895 -0.636
H -0.68392 -3.64967 1.68689 0.326
O 2.83376 -2.99099 1.39764 -0.899
C -0.10363 -0.83153 3.38428 0.330
H 4.02637 0.37177 1.00686 0.355
H 1.28791 -3.68212 3.08830 0.031
N 0.57766 -0.41172 6.65650 -0.717
H 0.54937 3.45739 1.95084 0.493
H 0.19453 2.19049 0.72129 0.173
H -3.88323 3.80876 3.20230 0.469
C -0.91613 1.72291 -6.63918 -0.412
C -3.68260 2.98097 2.46593 -0.383
C -1.99218 -2.64095 3.78792 -0.368
P 1.47858 1.23975 2.71827 1.158
H -2.12466 -0.86238 2.55355 0.098
C 0.59902 -0.82715 5.58124 0.646
H -2.01058 4.29957 1.82396 0.326
H 0.48640 0.34200 -3.88634 0.642
H -0.01150 3.22044 -7.88530 0.366
H -1.34668 2.44120 3.48738 0.281
H -4.80262 3.26123 0.54781 0.333
H 4.24428 2.33473 -0.84385 0.303
H -1.00457 -0.88380 0.57132 0.172
H -1.82356 1.67072 -7.23081 0.371
H -0.50815 -4.57135 -5.92564 0.438
C 4.23178 2.03452 4.81485 -0.519
H -2.42538 2.95653 0.60297 0.316
C -6.46123 0.93621 1.59386 0.583
O -2.06478 -3.07534 0.14639 -0.589
O 0.28531 0.46522 3.78303 -0.668
```

Values from the calculation:
E_LUMO (Ha): 0.026
HOMO-LUMO gap (hartree): 0.19260
Total energy (a.u.): -3131.015043
Energy relative to the best compared isomer or geometry (same formula, charge and spin) (kcal/mol): 0.0
Net charge: -1
Maximum force (eV/Å): 3.911

Question: Which of these has the lowest HOMO-LUMO gap?
Answer: C29H43BN3O15P2

Question: The lowest maximum force belongs to which entry?
Answer: C3H11NOS2

Question: The highest maximum force belongs to which entry?
Answer: C6H19N2OSi

Question: Look up the total energy of the first one.
Answer: -713.885022 a.u.